{"formula": "CH3N4Si", "method": "ωB97M-V/def2-TZVPD", "symbols": ["C", "N", "N", "N", "N", "Si", "H", "H", "H"], "positions_angstrom": [[-1.5370, 1.7949, -2.1598], [-2.0745, 1.4650, -3.3104], [-1.9096, 2.9719, -1.7156], [-2.7688, 2.5153, -3.6443], [-2.6761, 3.3934, -2.6837], [-0.0371, -0.0118, 0.0596], [-1.3306, 0.0673, 0.9374], [1.1757, 0.5827, 0.5658], [0.6167, -1.3557, -0.3939]], "atomic_forces_ev_per_a": [[0.476, -1.037, 0.896], [1.402, -2.321, -0.237], [1.029, -0.313, 1.333], [-0.871, 0.751, -0.353], [-1.379, 2.198, -0.752], [-1.218, -0.187, -1.502], [1.363, -0.443, -0.460], [0.302, 0.718, 0.642], [-1.105, 0.635, 0.434]], "charge": -1, "e_tot_ha": -548.26570, "homo_lumo_gap_ha": [0.2783, 0.2974], "e_lumo_ev": [2.48, 3.40]}